Formula: C21H26FN3OS
Source: the Open Molecules 2025 dataset
Level of theory: wB97M-V/def2-TZVPD

The geometry in XYZ format:
```
53
Properties=species:S:1:pos:R:3:nbo_charge:R:1
C -4.04140 -2.40230 0.58041 -0.638
C -2.72091 -3.10525 0.45152 -0.075
C -2.62097 -4.46604 0.69063 -0.191
C -1.41344 -5.13195 0.57166 -0.231
C -0.27874 -4.42842 0.21013 -0.205
C -0.35148 -3.06954 -0.02552 -0.243
C -1.56573 -2.40194 0.08598 0.236
N -1.65208 -1.02074 -0.08863 -0.645
C -0.76165 -0.19219 -0.71697 0.301
S 0.01021 -0.62915 -2.11088 -0.228
N -0.62138 1.04304 -0.17490 -0.426
C 0.05134 2.08488 -0.91765 -0.246
C 1.57559 2.09921 -0.66333 -0.216
N 2.34011 2.99721 -1.49054 -0.446
C 2.04984 4.40634 -1.31807 -0.251
C 3.14869 5.20566 -2.02388 -0.069
O 3.21725 4.88466 -3.39225 -0.524
C 3.45374 3.50502 -3.56887 -0.071
C 2.36074 2.66777 -2.90381 -0.254
C -1.02078 1.35579 1.18928 -0.235
C -0.86827 0.20675 2.15560 -0.123
C -1.92770 -0.21441 2.95168 -0.206
C -1.79970 -1.29560 3.80466 -0.219
C -0.60137 -1.98448 3.87889 -0.192
C 0.47783 -1.57097 3.11973 -0.272
C 0.33369 -0.48117 2.28266 0.459
F 1.39936 -0.08060 1.56253 -0.332
H -4.03784 -1.71779 1.43124 0.207
H -4.26773 -1.83432 -0.32184 0.221
H -4.83769 -3.12511 0.73721 0.226
H -3.50887 -5.01518 0.97048 0.206
H -1.36166 -6.19387 0.75843 0.211
H 0.66993 -4.93478 0.11611 0.213
H 0.53451 -2.52048 -0.30045 0.234
H -2.42206 -0.58044 0.39275 0.402
H -0.39721 3.04455 -0.64623 0.193
H -0.12539 1.89302 -1.97826 0.241
H 1.95294 1.08920 -0.83531 0.225
H 1.77224 2.36106 0.38041 0.188
H 2.04982 4.64624 -0.25240 0.201
H 1.07461 4.69049 -1.75160 0.164
H 2.94724 6.27726 -1.97005 0.189
H 4.11289 4.98743 -1.54035 0.165
H 3.47398 3.33465 -4.64631 0.192
H 4.42799 3.23690 -3.13424 0.165
H 2.57768 1.60555 -3.01977 0.219
H 1.40052 2.89113 -3.39844 0.168
H -2.06186 1.71220 1.21138 0.199
H -0.38114 2.17921 1.52213 0.230
H -2.86862 0.31595 2.89523 0.212
H -2.64058 -1.60607 4.40529 0.219
H -0.50434 -2.83948 4.52878 0.222
H 1.42790 -2.07860 3.16284 0.232
```

Spin multiplicity: 1
Charge: 0
Energy relative to the best compared isomer or geometry (same formula, charge and spin): 18.97 kcal per mole
Structure (SMILES): Cc1ccccc1NC(=S)N(CCN1CCOCC1)Cc1ccccc1F
Lowest unoccupied orbital energy: 0.520 eV
E_tot: -42269.3838 eV

Formula: C26H31O10P2V
Source: the Open Molecules 2025 dataset
Level of theory: wB97M-V/def2-TZVPD

The geometry in XYZ format:
```
70
Properties=species:S:1:pos:R:3:nbo_charge:R:1
V -0.07760 1.44599 0.11110 1.336
C -2.90453 -2.03498 1.32597 -0.641
C -2.87572 -0.73084 0.56530 0.004
C -2.46499 -0.70419 -0.76637 -0.042
C -2.25615 -1.98389 -1.53629 -0.631
C -2.28749 0.52579 -1.42239 0.052
C -1.85401 0.54784 -2.86830 -0.653
C -2.59282 1.72281 -0.75415 -0.098
C -2.60485 3.04111 -1.50065 -0.641
C -3.02416 1.68310 0.58449 0.027
C -3.22368 2.98026 1.32656 -0.649
C -3.20131 0.45917 1.22527 0.019
C -3.69094 0.42861 2.64880 -0.645
H -3.90388 -2.48173 1.34866 0.207
H -2.58675 -1.88303 2.35646 0.225
H -2.22344 -2.76298 0.88989 0.219
H -1.20161 -2.26015 -1.58538 0.231
H -2.61070 -1.88242 -2.56197 0.211
H -2.79923 -2.81553 -1.09196 0.209
H -2.72115 0.47642 -3.53508 0.204
H -1.18686 -0.28204 -3.08823 0.228
H -1.30603 1.45540 -3.10483 0.236
H -1.66797 3.59091 -1.38661 0.253
H -3.40317 3.67799 -1.12104 0.215
H -2.78965 2.88772 -2.56208 0.212
H -4.23013 3.38697 1.17734 0.205
H -2.50276 3.72414 0.99151 0.244
H -3.06112 2.85025 2.39287 0.233
H -2.85165 0.56879 3.33556 0.244
H -4.18123 -0.51259 2.89131 0.207
H -4.41069 1.22449 2.83560 0.212
O 0.25274 2.33352 4.27977 -1.011
P 0.56538 1.49270 2.97506 2.570
O 1.36813 0.27936 3.25115 -1.145
O -0.67499 1.33856 2.11980 -1.216
O 1.47491 2.51778 2.05453 -1.092
P 0.75328 3.90258 1.53246 2.558
O 2.02217 4.79692 1.14903 -0.984
O 0.05703 3.51417 0.24053 -1.202
O 0.01166 4.52345 2.65142 -1.145
H -0.00781 3.23897 3.98245 0.536
H 2.36346 4.55453 0.28018 0.504
O 0.95981 -0.47295 0.44491 -0.783
C 1.97247 -0.71486 -0.56133 0.067
C 1.99853 0.55787 -1.50741 0.769
O 3.06725 0.92782 -1.95561 -0.638
O 0.82383 1.01942 -1.73819 -0.833
C 1.49129 -1.91095 -1.37998 -0.029
C 1.23534 -3.10097 -0.70083 -0.192
C 0.81688 -4.23065 -1.38317 -0.217
C 0.65249 -4.18705 -2.76282 -0.223
C 0.91063 -3.00867 -3.44452 -0.232
C 1.32725 -1.87370 -2.75699 -0.158
C 3.34451 -0.99334 0.02079 0.056
C 4.31921 -1.54338 -0.81093 -0.192
C 5.59601 -1.78958 -0.34186 -0.220
C 5.92598 -1.49275 0.97605 -0.228
C 4.96614 -0.94008 1.80401 -0.192
C 3.68148 -0.68406 1.33202 -0.259
H 1.28863 -0.54133 1.36447 0.540
H 1.36665 -3.13333 0.37428 0.223
H 0.61881 -5.14625 -0.83963 0.208
H 0.32233 -5.06731 -3.30021 0.206
H 0.78317 -2.96327 -4.51904 0.208
H 1.52034 -0.95740 -3.30133 0.228
H 4.07498 -1.76916 -1.84064 0.218
H 6.33915 -2.21190 -1.00693 0.203
H 6.92474 -1.68766 1.34683 0.202
H 5.20339 -0.69221 2.83102 0.209
H 2.97902 -0.22828 2.01934 0.256
```

Spin multiplicity: 4
Charge: -1
Energy relative to the best compared isomer or geometry (same formula, charge and spin): 10.03 kcal per mole
Lowest unoccupied orbital energy (spin up / spin down): 2.668 / 2.668 eV
E_tot: -92219.5455 eV

Formula: C66H152N8O11
Source: the Open Molecules 2025 dataset
Level of theory: wB97M-V/def2-TZVPD

The geometry in XYZ format:
```
237
Properties=species:S:1:pos:R:3:lowdin_charge:R:1
C 0.00594 -2.45773 -7.16334 -0.050
C -0.95725 -2.86880 -6.04123 -0.509
C -2.29401 -2.19813 -6.32702 -0.033
C -1.09757 -4.40343 -6.07381 -0.125
C -1.82903 -5.01525 -4.84604 -0.176
C -0.95545 -4.61198 -3.67203 -0.154
C -0.68163 -3.08476 -3.40309 -0.408
C -1.94364 -2.48192 -2.71805 -0.019
C 0.51405 -2.99753 -2.44530 -0.033
N -0.37627 -2.39699 -4.75537 -0.096
O 0.08114 -1.07853 -4.72819 -0.017
H -0.34152 -2.73311 -8.15910 0.085
H 0.31151 -1.42072 -7.30241 0.073
H 0.96016 -2.95961 -7.00310 0.078
H -2.93785 -2.38244 -5.46701 0.064
H -2.19544 -1.12681 -6.50214 0.083
H -2.74162 -2.60899 -7.23197 0.087
H -1.63990 -4.74070 -6.95711 0.120
H -0.09685 -4.82414 -5.97550 0.116
H -2.84373 -4.62360 -4.77472 0.103
H -1.84798 -6.10508 -4.84084 0.113
H -0.09856 -5.27434 -3.79494 0.117
H -1.43754 -5.00760 -2.77806 0.109
H -2.09002 -2.99799 -1.76919 0.082
H -2.80639 -2.53189 -3.38234 0.066
H -1.83271 -1.40462 -2.59472 0.065
H 0.27342 -3.48817 -1.50218 0.077
H 0.76036 -1.97512 -2.15877 0.045
H 1.46935 -3.39401 -2.78926 0.085
H -0.68118 -0.55151 -4.47776 0.088
C -8.48453 -0.33902 1.89332 -0.033
C -6.97393 -0.18785 1.71166 -0.475
C -6.56790 1.30412 1.95699 -0.021
C -6.23771 -1.06211 2.76876 -0.136
C -6.19097 -2.51528 2.38432 -0.198
C -5.60894 -2.72619 1.02598 -0.144
C -6.40443 -1.93379 -0.07479 -0.453
C -5.38483 -1.95233 -1.26978 -0.038
C -7.75523 -2.66242 -0.45986 -0.010
N -6.58811 -0.55695 0.33522 -0.146
O -7.06466 0.20015 -0.69829 -0.020
H -9.01676 0.20344 1.11193 0.089
H -8.81189 -1.37800 1.93161 0.064
H -8.67456 0.03629 2.89887 0.080
H -6.78781 1.54872 2.99618 0.081
H -5.49395 1.45105 1.84239 0.065
H -7.08719 2.01382 1.31296 0.076
H -5.26511 -0.63537 3.01377 0.101
H -6.77685 -0.95098 3.70955 0.116
H -5.57089 -3.04668 3.10628 0.107
H -7.19486 -2.91328 2.53232 0.110
H -5.64030 -3.76853 0.70876 0.115
H -4.53725 -2.53966 1.09532 0.096
H -4.64490 -1.15760 -1.17482 0.060
H -5.96337 -1.77950 -2.17726 0.076
H -4.87336 -2.90600 -1.40023 0.071
H -8.41509 -2.71774 0.40595 0.057
H -7.52104 -3.64193 -0.87678 0.076
H -8.32088 -2.17394 -1.25328 0.076
H -6.35424 0.79441 -0.95078 0.036
C 6.55769 -4.62303 1.55022 -0.056
C 6.05157 -3.32120 0.91761 -0.475
C 6.92468 -2.15097 1.35282 -0.037
C 6.15698 -3.59017 -0.66922 -0.120
C 5.35775 -2.67947 -1.59058 -0.210
C 3.91241 -2.61521 -1.15922 -0.124
C 3.72373 -2.17799 0.36962 -0.456
C 3.98106 -0.67032 0.55223 -0.023
C 2.29983 -2.39655 0.62379 -0.065
N 4.62804 -3.05059 1.28042 -0.042
O 4.44025 -2.77618 2.73605 -0.031
H 6.54388 -4.68446 2.63841 0.078
H 5.86894 -5.41162 1.24717 0.077
H 7.56073 -4.84447 1.18555 0.086
H 7.73912 -2.44900 2.01310 0.078
H 7.46362 -1.65725 0.54419 0.077
H 6.32920 -1.35977 1.80835 0.068
H 7.19240 -3.50717 -0.99952 0.114
H 5.91795 -4.62298 -0.92271 0.109
H 5.77555 -1.68311 -1.73482 0.101
H 5.39384 -3.17156 -2.56251 0.108
H 3.59751 -3.65304 -1.26810 0.120
H 3.45244 -1.91346 -1.85498 0.094
H 5.00092 -0.34594 0.34545 0.078
H 3.64376 -0.36636 1.54315 0.070
H 3.32091 -0.07081 -0.07458 0.066
H 2.14397 -2.15906 1.67613 0.088
H 2.00008 -3.43544 0.48607 0.087
H 1.74459 -1.73804 -0.04417 0.073
H 3.85523 -3.45875 3.07289 0.086
C 4.32788 2.73250 -4.89269 -0.022
C 5.02117 1.43786 -4.37915 -0.484
C 6.25959 1.92934 -3.58988 -0.024
C 4.06840 0.75686 -3.37231 -0.122
C 2.94468 -0.03971 -4.06860 -0.190
C 3.54412 -1.01309 -5.08538 -0.119
C 4.46834 -0.34835 -6.16942 -0.442
C 5.24663 -1.60924 -6.81119 -0.019
C 3.59432 0.25669 -7.24949 -0.036
N 5.41930 0.56055 -5.48555 -0.129
O 6.29252 1.14716 -6.35253 0.006
H 4.01470 3.37615 -4.07066 0.077
H 5.00640 3.29285 -5.53589 0.083
H 3.43572 2.41133 -5.43029 0.069
H 6.94879 2.46719 -4.24090 0.077
H 5.89131 2.59821 -2.81200 0.064
H 6.86698 1.08868 -3.25454 0.086
H 4.46958 0.10450 -2.59669 0.096
H 3.55355 1.56284 -2.84942 0.099
H 2.33648 -0.61535 -3.37087 0.074
H 2.33843 0.72111 -4.56026 0.100
H 2.61998 -1.43840 -5.47676 0.103
H 4.06864 -1.78013 -4.51561 0.108
H 4.54556 -2.30484 -7.27241 0.074
H 5.73780 -2.19517 -6.03431 0.068
H 6.03728 -1.27528 -7.48308 0.072
H 2.69469 0.68034 -6.80309 0.075
H 3.24861 -0.47440 -7.98031 0.084
H 4.06649 1.02833 -7.85753 0.077
H 5.66955 1.59058 -6.93295 0.074
C 4.11212 4.02039 1.87817 -0.021
C 3.62100 4.58352 0.50919 -0.455
C 4.72281 4.59441 -0.54668 -0.041
C 2.44975 3.70755 -0.09257 -0.102
C 1.03112 4.09272 0.45119 -0.170
C 0.83777 5.60433 0.40789 -0.133
C 1.86313 6.46641 1.22755 -0.478
C 1.64510 7.97273 0.96324 -0.027
C 1.59186 6.21806 2.70142 -0.041
N 3.21504 5.99785 0.80054 -0.113
O 4.27843 6.84555 1.23903 -0.014
H 4.63783 3.06635 1.83891 0.078
H 4.80275 4.76449 2.27496 0.081
H 3.24616 3.86891 2.52259 0.053
H 4.36052 5.28178 -1.31112 0.085
H 5.66586 5.04103 -0.23157 0.082
H 4.92239 3.63851 -1.03094 0.065
H 2.38176 3.67227 -1.17987 0.102
H 2.63403 2.66567 0.16941 0.094
H 0.25171 3.52996 -0.06254 0.074
H 0.94616 3.68532 1.45861 0.096
H -0.16297 5.77108 0.80640 0.098
H 0.75929 5.97094 -0.61560 0.105
H 1.86160 8.03861 -0.10301 0.080
H 2.36396 8.61038 1.47777 0.080
H 0.61487 8.27336 1.15385 0.090
H 0.53526 6.32311 2.94770 0.071
H 2.04398 6.90725 3.41467 0.088
H 1.80591 5.20816 3.05126 0.062
H 4.32619 7.42011 0.47144 0.096
C 2.46538 0.98029 4.14225 -0.118
O 1.40339 0.10788 4.26669 -0.230
C 1.26785 -0.57326 5.48382 -0.163
C 0.92096 0.36310 6.71964 -0.407
C 0.84269 -0.53343 7.97717 -0.059
N -0.34181 1.03721 6.58014 0.057
H 2.47385 1.93405 4.66985 0.090
H 2.50102 1.33210 3.11120 0.068
H 3.45076 0.53297 4.27280 0.098
H 0.50013 -1.34466 5.42343 0.125
H 2.23811 -1.05588 5.60127 0.122
H 1.61482 1.19530 6.83840 0.130
H 1.84318 -0.93488 8.13826 0.075
H 0.16454 -1.38330 7.90007 0.059
H 0.52417 0.02417 8.85792 0.078
H -0.46219 1.52825 5.70579 0.060
H -1.01733 0.29491 6.46713 0.031
C -1.43492 4.74915 -2.02745 -0.091
O -2.10759 3.60106 -1.53594 -0.215
C -3.52667 3.65369 -1.67956 -0.219
C -4.03735 2.26358 -1.54780 -0.420
C -3.46171 1.42542 -2.64652 -0.042
N -5.50264 2.36825 -1.71421 0.063
H -1.84986 5.11857 -2.96525 0.090
H -0.36912 4.53046 -2.09348 0.082
H -1.59869 5.54203 -1.29765 0.081
H -3.85447 4.28306 -0.85219 0.122
H -3.85496 4.06091 -2.63585 0.131
H -3.81199 1.87079 -0.55633 0.124
H -3.91065 0.43418 -2.70978 0.073
H -2.38153 1.31966 -2.54589 0.062
H -3.50235 1.90540 -3.62430 0.092
H -5.63009 2.48159 -2.70970 0.089
H -5.74227 3.21552 -1.21943 0.085
C 0.34596 0.66947 -1.40517 -0.075
O -0.11140 -0.11171 -0.30715 -0.184
C -0.22855 0.58592 0.87320 -0.197
C -1.17984 -0.18153 1.86273 -0.342
C -2.61529 -0.18771 1.26110 -0.017
N -1.16782 0.39326 3.21254 0.071
H 1.30776 1.13345 -1.18665 0.072
H -0.30312 1.51225 -1.64292 0.074
H 0.49070 0.10089 -2.32379 0.058
H 0.74604 0.69330 1.34937 0.118
H -0.67731 1.55943 0.67570 0.101
H -0.78479 -1.19205 1.96706 0.110
H -3.27878 -0.74460 1.92272 0.055
H -2.50093 -0.72136 0.31757 0.072
H -3.02799 0.81483 1.14842 0.058
H -1.75068 -0.11581 3.86156 0.064
H -0.26157 0.24756 3.63395 0.036
C -1.72342 -5.78992 1.31464 -0.054
C -0.79366 -4.69551 1.86702 -0.458
C -1.49224 -3.79799 2.97398 -0.027
O 0.35561 -5.31472 2.45318 -0.063
H -2.47268 -5.24183 0.74340 0.071
H -2.10509 -6.39019 2.14053 0.086
H -1.17778 -6.39905 0.59399 0.073
H -0.48184 -4.07743 1.02509 0.109
H -2.47256 -3.44887 2.64963 0.069
H -0.73553 -3.03466 3.15514 0.060
H -1.67052 -4.30503 3.92225 0.063
H 0.63421 -6.06171 1.91840 0.079
C -2.56537 3.95976 1.80291 -0.048
C -2.01877 3.88877 3.21549 -0.505
C -2.45411 5.07188 4.09429 -0.058
O -2.42451 2.73586 3.89707 -0.060
H -2.31726 4.83334 1.20009 0.067
H -3.64644 3.83632 1.73846 0.085
H -2.02631 3.21480 1.21763 0.050
H -0.93456 4.00074 3.22206 0.120
H -2.16202 5.00843 5.14251 0.077
H -3.53931 5.16559 4.05369 0.076
H -2.05095 6.02942 3.76461 0.064
H -1.82677 2.05481 3.58009 0.006
C -2.72836 -2.88826 6.67695 -0.062
C -3.47205 -1.64897 6.75315 -0.498
C -3.30505 -0.99610 8.14173 -0.039
O -2.88612 -0.74608 5.80683 -0.077
H -2.59905 -3.27329 5.66545 0.064
H -3.40474 -3.59535 7.15718 0.096
H -1.74297 -2.80413 7.13524 0.085
H -4.53696 -1.78146 6.56209 0.137
H -4.10267 -0.25494 8.19264 0.082
H -2.30770 -0.61159 8.35511 0.072
H -3.53756 -1.72049 8.92232 0.081
H -3.20919 0.12793 6.03777 0.088
```

Spin multiplicity: 1
Charge: 0
Energy relative to the best compared isomer or geometry (same formula, charge and spin): 0.00 kcal per mole
Structure (SMILES): CC1(C)CCCC(C)(C)N1O.CC1(C)CCCC(C)(C)N1O.CC1(C)CCCC(C)(C)N1O.CC1(C)CCCC(C)(C)N1O.CC1(C)CCCC(C)(C)N1O.COC[C@H](C)N.COC[C@H](C)N.COC[C@H](C)N.CC(C)O.CC(C)O.CC(C)O
Lowest unoccupied orbital energy: 0.351 eV
E_tot: -105340.7478 eV

Formula: C4H12
Source: the Open Molecules 2025 dataset
Level of theory: wB97M-V/def2-TZVPD

The geometry in XYZ format:
```
16
Properties=species:S:1:pos:R:3:nbo_charge:R:1
C 1.59135 0.05299 -1.02431 -0.616
C 1.37639 -1.17691 -1.89379 -0.619
H 2.44240 0.65649 -1.35697 0.205
H 0.72615 0.71754 -1.07327 0.210
H 1.81049 -0.22945 0.00614 0.204
H 1.34109 -2.08435 -1.29016 0.205
H 2.19755 -1.25387 -2.60491 0.204
H 0.50533 -1.20182 -2.55186 0.207
C -0.99172 1.11394 1.23894 -0.609
C -1.95602 -0.00418 1.68288 -0.606
H -1.13298 1.96133 1.91662 0.202
H 0.05428 0.84478 1.17491 0.209
H -1.37808 1.50724 0.29912 0.200
H -1.49006 -0.57192 2.49112 0.199
H -2.83718 0.44907 2.09418 0.202
H -2.26068 -0.72268 0.92372 0.202
```

Spin multiplicity: 1
Charge: 0
Energy relative to the best compared isomer or geometry (same formula, charge and spin): 7.46 kcal per mole
Structure (SMILES): CC.CC
Lowest unoccupied orbital energy: 1.156 eV
E_tot: -4342.2046 eV